{"formula": "C29H19Cl2HgN2O4S3", "method": "wB97M-V/def2-TZVPD", "homo_ev": [0.6, -1.8], "e_above_lowest_kj_mol": 53.3, "s2": 0.78, "total_energy_ev": -103276.9385, "charge": -2, "max_force_ev_per_a": 0.45, "spin_multiplicity": 2, "orbital_gap_ev": [3.513, 5.899], "species": ["Hg", "O", "C", "C", "C", "C", "C", "C", "C", "N", "C", "C", "N", "H", "H", "H", "H", "H", "H", "H", "Cl", "C", "C", "C", "Cl", "C", "O", "C", "C", "O", "C", "H", "H", "H", "O", "C", "C", "C", "C", "C", "S", "C", "C", "C", "C", "S", "C", "C", "C", "C", "S", "H", "H", "H", "H", "H", "H", "H", "H", "H"], "xyz": [[-0.098, -0.891, -1.645], [-0.947, -2.954, -1.196], [-0.700, -3.714, -0.202], [-1.754, -4.519, 0.336], [-1.556, -5.438, 1.333], [-0.288, -5.614, 1.900], [0.742, -4.816, 1.445], [0.582, -3.862, 0.433], [1.727, -3.028, 0.062], [1.777, -2.062, -0.833], [3.040, -1.524, -0.810], [3.790, -2.185, 0.107], [2.953, -3.140, 0.651], [-2.733, -4.364, -0.101], [-2.392, -6.030, 1.692], [-0.118, -6.346, 2.679], [1.715, -4.946, 1.908], [3.289, -0.693, -1.451], [4.811, -2.067, 0.424], [3.183, -3.760, 1.403], [0.042, 5.278, -5.887], [0.384, 3.794, -4.981], [1.690, 3.542, -4.597], [1.922, 2.348, -3.893], [3.578, 2.022, -3.396], [0.951, 1.392, -3.574], [1.272, 0.299, -2.965], [-0.422, 1.712, -3.985], [-1.547, 0.908, -3.724], [-1.653, -0.230, -3.129], [-0.646, 2.934, -4.693], [2.497, 4.224, -4.819], [-2.494, 1.327, -4.104], [-1.656, 3.176, -5.002], [-0.333, 0.229, 0.240], [-0.666, 0.948, 1.324], [-1.374, 2.250, 0.912], [-1.408, 2.755, -0.347], [-2.128, 3.984, -0.435], [-2.632, 4.384, 0.763], [-2.240, 3.267, 2.008], [0.611, 1.314, 2.096], [1.262, 2.507, 2.176], [2.549, 2.407, 2.780], [2.853, 1.131, 3.140], [1.588, 0.048, 2.742], [-1.610, 0.148, 2.227], [-1.738, 0.084, 3.583], [-2.755, -0.827, 3.997], [-3.360, -1.433, 2.938], [-2.699, -0.921, 1.445], [-0.932, 2.259, -1.181], [-2.259, 4.533, -1.358], [-3.216, 5.263, 0.987], [0.840, 3.428, 1.798], [3.216, 3.247, 2.921], [3.755, 0.768, 3.607], [-1.129, 0.665, 4.262], [-2.998, -1.033, 5.032], [-4.139, -2.179, 2.961]], "forces_ev_per_angstrom": [[-0.164, 0.019, -0.418], [-0.089, -0.253, 0.133], [0.097, 0.060, -0.005], [-0.001, -0.053, 0.009], [0.000, 0.024, -0.002], [0.010, -0.020, -0.018], [-0.022, 0.007, 0.017], [0.002, 0.039, -0.020], [-0.042, -0.064, 0.095], [-0.037, -0.007, -0.093], [0.003, 0.059, -0.012], [-0.033, -0.012, 0.007], [0.047, 0.038, -0.025], [0.005, -0.020, -0.020], [-0.008, 0.002, -0.007], [0.004, 0.023, 0.020], [-0.005, -0.010, 0.012], [-0.016, -0.007, -0.015], [-0.003, -0.001, 0.014], [-0.004, -0.003, 0.010], [-0.001, -0.026, 0.035], [-0.042, 0.016, -0.031], [0.057, -0.020, 0.029], [0.017, 0.016, -0.037], [-0.028, 0.001, -0.021], [-0.073, 0.052, -0.015], [0.154, 0.026, -0.067], [0.014, -0.049, 0.078], [0.131, -0.014, 0.001], [-0.034, 0.058, 0.004], [-0.003, 0.037, 0.000], [-0.005, 0.001, 0.002], [0.001, -0.011, -0.023], [0.009, 0.003, -0.015], [0.067, 0.074, 0.389], [-0.095, 0.069, -0.009], [-0.023, -0.022, 0.086], [0.012, 0.085, -0.025], [0.024, -0.042, -0.018], [0.013, 0.018, 0.044], [-0.005, -0.033, -0.014], [0.039, -0.090, -0.115], [0.039, 0.055, 0.130], [-0.046, 0.021, -0.017], [0.003, -0.024, 0.008], [-0.039, -0.005, -0.046], [0.080, -0.077, 0.006], [-0.143, 0.037, 0.044], [0.075, 0.063, 0.014], [-0.032, 0.019, -0.019], [0.064, -0.025, -0.025], [-0.010, -0.012, 0.002], [0.001, -0.003, -0.004], [-0.004, 0.003, -0.034], [-0.005, -0.018, -0.031], [0.007, -0.006, 0.009], [0.007, 0.021, 0.003], [0.037, -0.003, -0.011], [-0.017, -0.004, -0.005], [0.010, -0.011, 0.013]], "nbo_charge": [1.693, -0.806, 0.418, -0.308, -0.191, -0.333, -0.175, -0.179, 0.368, -0.554, -0.071, -0.126, -0.534, 0.208, 0.186, 0.188, 0.165, 0.249, 0.200, 0.403, -0.109, -0.057, -0.341, -0.167, -0.085, 0.427, -0.880, -0.255, 0.215, -0.810, -0.270, 0.211, 0.098, 0.197, -0.986, 0.145, -0.091, -0.287, -0.249, -0.458, 0.377, -0.168, -0.274, -0.268, -0.449, 0.453, -0.191, -0.295, -0.279, -0.449, 0.517, 0.266, 0.219, 0.213, 0.228, 0.203, 0.214, 0.219, 0.198, 0.217]}